{
  "formula": "C63H50FNO5P2PtS",
  "method": "ωB97M-V/def2-TZVPD",
  "gap_ev": [5.39, 5.49],
  "e_homo_ha": [-0.458, -0.463],
  "molar_mass_g_mol": 1209.186,
  "lumo_energy_ev": [-7.07, -7.10],
  "e_above_lowest_kcal_mol": 140.8,
  "charge": 2,
  "energy_ev": -113232.031,
  "elements": ["Pt", "O", "S", "C", "C", "C", "C", "C", "C", "C", "C", "C", "C", "P", "C", "C", "C", "C", "C", "C", "C", "C", "C", "C", "C", "C", "C", "C", "C", "C", "C", "C", "C", "C", "C", "C", "C", "C", "P", "C", "C", "C", "C", "C", "C", "C", "C", "C", "C", "C", "C", "C", "C", "H", "H", "H", "H", "H", "H", "H", "H", "H", "H", "H", "H", "H", "H", "H", "H", "H", "H", "H", "H", "H", "H", "H", "H", "H", "H", "H", "H", "H", "H", "H", "H", "H", "H", "H", "H", "C", "C", "C", "C", "C", "C", "C", "F", "C", "C", "C", "O", "C", "C", "N", "C", "C", "O", "O", "H", "H", "H", "H", "H", "H", "H", "H", "H", "H", "H", "C", "O", "H", "H", "H"],
  "positions_angstrom": [[0.23421, 0.52517, -0.97218], [1.92364, 2.37161, 0.41249], [0.79265, 1.87154, 1.29958], [0.10273, 3.34527, 1.96636], [0.87768, 4.10302, 2.82037], [0.39730, 5.28539, 3.40870], [-0.88908, 5.66610, 3.13048], [-1.70922, 6.83205, 3.63164], [-3.06191, 6.72260, 2.87685], [-2.90315, 5.52123, 1.97684], [-3.72539, 4.98025, 1.03017], [-3.26504, 3.86488, 0.30957], [-2.04540, 3.24303, 0.53167], [-1.72937, 1.92806, -0.69448], [-3.06655, 0.73076, -0.44350], [-3.23415, -0.32781, -1.34477], [-4.18757, -1.30156, -1.10375], [-4.96784, -1.25045, 0.04585], [-4.78987, -0.21880, 0.95707], [-3.84061, 0.76600, 0.71996], [-1.88121, 2.84835, -2.23003], [-0.76266, 3.61300, -2.59844], [-0.79396, 4.34798, -3.76575], [-1.93847, 4.33107, -4.56364], [-3.05724, 3.59616, -4.18115], [-3.03176, 2.84736, -3.01773], [-1.18702, 3.76914, 1.54066], [-1.64674, 4.92578, 2.19933], [1.62556, 1.14115, 2.66434], [1.15930, 1.27126, 3.95528], [1.91052, 0.84097, 5.06293], [3.12983, 0.26608, 4.83020], [4.20207, -0.21559, 5.77854], [5.25717, -0.90095, 4.86981], [4.78334, -0.63272, 3.46102], [5.32159, -0.94544, 2.24609], [4.59204, -0.62193, 1.08868], [3.37424, 0.04283, 1.10125], [2.60754, 0.18518, -0.53650], [2.97037, -1.46248, -1.18341], [3.53527, -1.67343, -2.43913], [3.73177, -2.97050, -2.89586], [3.36007, -4.05137, -2.10931], [2.78917, -3.84388, -0.85444], [2.58337, -2.55399, -0.39718], [3.46497, 1.34639, -1.59975], [4.63072, 1.99277, -1.20520], [5.23204, 2.89618, -2.06995], [4.66683, 3.16448, -3.31073], [3.48950, 2.53520, -3.69435], [2.88198, 1.63047, -2.83806], [2.82197, 0.43106, 2.36343], [3.54740, 0.04155, 3.50131], [1.88628, 3.77370, 3.04409], [1.03865, 5.86031, 4.06700], [-1.20604, 7.77764, 3.43004], [-1.84369, 6.76779, 4.71103], [-3.28542, 7.61941, 2.30004], [-3.89291, 6.57459, 3.56648], [-4.69885, 5.39952, 0.80380], [-3.90766, 3.48035, -0.47423], [-2.62429, -0.37905, -2.23807], [-4.32062, -2.10543, -1.81801], [-5.71503, -2.01342, 0.23240], [-5.39466, -0.17443, 1.85480], [-3.71545, 1.56037, 1.44264], [0.13141, 3.60513, -1.98011], [0.06596, 4.93642, -4.06007], [-1.95693, 4.89250, -5.48961], [-3.94810, 3.60608, -4.79659], [-3.88868, 2.24335, -2.73776], [0.20811, 1.76208, 4.12797], [1.53273, 1.00074, 6.06551], [3.80503, -0.88710, 6.53865], [4.63722, 0.63569, 6.30405], [5.29997, -1.97616, 5.05085], [6.26175, -0.51342, 5.03534], [6.27014, -1.46003, 2.15218], [5.00767, -0.91969, 0.13436], [3.82472, -0.83246, -3.05517], [4.18013, -3.13739, -3.86726], [3.52291, -5.06196, -2.46871], [2.50621, -4.68738, -0.23449], [2.12048, -2.38665, 0.57104], [5.06327, 1.80455, -0.22987], [6.14590, 3.39482, -1.77185], [5.14381, 3.87217, -3.97723], [3.04838, 2.74868, -4.66029], [1.95774, 1.13839, -3.12443], [-1.36475, -6.76317, -2.81073], [-1.58095, -6.47391, -1.33637], [-2.93705, -6.95867, -0.84943], [-3.00914, -6.82371, 0.66482], [-2.65107, -5.41946, 1.09486], [-3.08767, -4.92593, 2.30218], [-2.78892, -3.61961, 2.67932], [-3.24060, -3.17535, 3.86056], [-2.07161, -2.78563, 1.87813], [-1.62775, -3.25936, 0.63862], [-0.89515, -2.35378, -0.24084], [-0.56334, -1.22185, 0.21062], [-0.64175, -2.83607, -1.53817], [-0.92612, -4.14455, -1.85020], [-1.46238, -5.02102, -1.00330], [-1.90356, -4.57376, 0.24875], [-0.13497, -1.97913, -2.65531], [-0.55733, -2.24462, -3.77335], [0.77316, -1.06394, -2.40303], [-1.57185, -7.81914, -2.97976], [-0.33770, -6.57849, -3.12999], [-2.04897, -6.18376, -3.43705], [-0.80608, -6.98300, -0.75811], [-3.07582, -7.99954, -1.14181], [-3.72415, -6.36931, -1.33037], [-2.30780, -7.52902, 1.11965], [-4.00111, -7.07749, 1.03567], [-3.68193, -5.54541, 2.96595], [-1.86345, -1.76463, 2.17060], [-0.69413, -4.48616, -2.84804], [-0.52260, 0.66022, -4.22346], [-0.91753, 0.92777, -2.93229], [-1.31855, 0.98031, -4.91267], [-0.45480, -0.43247, -4.39641], [0.45461, 1.07345, -4.49871]],
  "forces_ev_per_angstrom": [[-0.2, -1.0, -2.4], [-0.2, -0.3, 0.1], [0.8, 0.7, -0.5], [-0.3, -0.3, 0.0], [0.0, 0.0, 0.1], [0.1, 0.0, 0.0], [-0.1, 0.1, 0.0], [0.0, -0.1, -0.1], [0.1, -0.1, 0.0], [0.1, 0.1, 0.1], [-0.1, 0.0, 0.0], [0.0, 0.0, 0.0], [0.3, -0.1, 0.2], [-0.6, 0.0, 0.1], [0.1, -0.1, 0.1], [0.0, 0.1, -0.1], [0.0, 0.0, 0.0], [0.0, 0.0, 0.0], [0.0, 0.0, 0.0], [0.0, -0.1, 0.0], [0.0, 0.3, -0.2], [-0.2, 0.2, 0.2], [-0.1, 0.0, 0.0], [-0.1, -0.1, 0.0], [0.1, 0.2, -0.1], [0.1, -0.2, 0.2], [0.0, 0.1, 0.1], [0.0, 0.0, 0.0], [-0.2, -0.2, 0.0], [0.0, 0.0, 0.1], [-0.1, 0.0, 0.1], [0.1, -0.1, 0.0], [0.0, 0.0, -0.1], [-0.1, 0.0, -0.1], [0.0, 0.0, 0.2], [0.2, 0.0, -0.1], [0.0, 0.0, 0.0], [-0.3, 0.2, 0.2], [0.2, -0.4, -0.3], [-0.1, -0.1, 0.1], [0.0, 0.0, 0.1], [0.0, 0.0, 0.0], [0.0, 0.0, 0.1], [0.0, 0.1, 0.0], [0.1, 0.0, 0.0], [-0.4, 0.2, -0.1], [0.0, 0.0, 0.0], [0.0, 0.0, 0.0], [0.0, 0.0, 0.0], [0.0, 0.0, 0.0], [0.0, 0.0, 0.1], [0.0, 0.0, 0.0], [0.0, 0.0, 0.0], [-0.1, 0.0, 0.0], [-0.1, -0.1, 0.0], [0.0, 0.0, 0.0], [0.0, 0.0, 0.0], [0.0, 0.0, 0.0], [0.0, 0.0, 0.0], [0.1, 0.0, 0.0], [0.0, 0.0, 0.0], [0.0, 0.0, 0.0], [0.0, 0.0, 0.0], [0.0, 0.0, 0.0], [0.0, 0.0, 0.0], [0.0, 0.0, 0.0], [0.0, 0.0, 0.0], [0.0, 0.0, 0.0], [0.0, 0.0, 0.1], [0.0, 0.0, 0.0], [0.1, 0.0, 0.0], [0.1, 0.0, 0.0], [0.0, 0.0, -0.1], [0.0, 0.0, 0.0], [0.0, 0.0, 0.0], [0.0, 0.0, 0.0], [0.0, 0.0, 0.0], [0.0, 0.0, 0.0], [0.0, 0.0, 0.0], [0.0, 0.0, 0.0], [0.0, 0.0, 0.0], [0.0, 0.1, 0.0], [0.0, 0.0, 0.0], [0.0, 0.0, 0.0], [0.0, 0.0, 0.0], [0.0, 0.0, 0.0], [0.0, 0.0, 0.0], [0.0, 0.0, 0.0], [0.1, 0.0, 0.0], [0.0, 0.1, 0.0], [-0.1, 0.1, -0.1], [0.0, 0.0, 0.1], [0.1, 0.1, -0.1], [-0.1, -0.2, -0.1], [-0.1, -0.1, 0.1], [0.0, -0.1, 0.0], [0.0, 0.0, 0.0], [0.0, 0.2, 0.0], [0.1, 0.1, 0.0], [0.1, -0.1, 0.2], [-0.1, 0.1, 0.6], [0.0, 0.4, 0.1], [-0.1, -0.1, 0.0], [0.0, 0.0, 0.0], [0.0, -0.1, -0.1], [-0.5, -0.5, -0.1], [0.7, 0.0, 0.3], [-0.3, 0.8, 0.4], [0.0, 0.0, 0.0], [-0.1, 0.0, 0.0], [0.1, -0.1, 0.0], [0.1, 0.0, 0.0], [0.0, 0.0, 0.0], [0.0, 0.0, 0.0], [0.0, 0.0, 0.0], [0.0, 0.0, 0.0], [0.0, 0.1, 0.0], [0.0, -0.1, 0.0], [0.0, 0.0, 0.1], [0.8, -1.7, -0.6], [0.3, 0.5, 1.5], [0.0, 0.4, 0.2], [0.0, 0.6, -0.2], [-0.3, 0.4, 0.0]],
  "mulliken_charge": [3.571, -0.799, 1.462, -0.517, -0.263, -1.342, 0.367, -0.784, -0.834, 0.015, -1.097, -0.101, -0.254, 1.791, 0.581, -0.468, -0.764, -0.764, -0.982, -0.968, 1.155, -0.662, -0.598, -0.673, -0.888, -0.210, -0.737, 1.051, 0.019, -0.226, -1.080, 0.156, -0.818, -0.937, 0.012, -1.264, 0.279, 0.276, 1.808, 0.500, -0.554, -0.813, -0.693, -0.763, -0.307, 0.769, -0.796, -0.822, -0.774, -0.602, -0.492, -2.455, 1.472, 0.719, 0.497, 0.348, 0.330, 0.333, 0.315, 0.513, 0.610, 0.410, 0.535, 0.459, 0.477, 0.395, 0.255, 0.508, 0.431, 0.465, 0.400, 0.700, 0.501, 0.366, 0.298, 0.303, 0.372, 0.478, 0.680, 0.408, 0.497, 0.459, 0.505, 0.329, 0.451, 0.465, 0.439, 0.532, -0.054, -1.911, 0.558, -0.920, -1.270, 1.021, -0.670, -0.175, -0.384, -0.498, 0.328, 1.027, -0.913, 0.729, -0.496, 0.452, -0.701, -1.200, -0.748, -0.583, 0.444, 0.472, 0.365, 0.187, 0.397, 0.302, 0.358, 0.476, 0.540, 0.620, 0.682, -1.031, -0.180, 0.389, 0.280, 0.142]
}